1.
{"formula": "C22H31Cl3N3O3Pb", "method": "ωB97M-V/def2-TZVPD", "homo_energy_ev": [-2.42, -2.42], "lumo_energy_ev": [2.089, 2.089], "e_above_lowest_kcal_mol": 5.35, "charge": -1, "energy_ha": -2820.3756, "symbols": ["Pb", "Cl", "Cl", "Cl", "O", "O", "O", "N", "N", "N", "C", "C", "C", "C", "C", "C", "C", "C", "C", "C", "C", "C", "C", "C", "C", "C", "C", "C", "C", "C", "C", "C", "H", "H", "H", "H", "H", "H", "H", "H", "H", "H", "H", "H", "H", "H", "H", "H", "H", "H", "H", "H", "H", "H", "H", "H", "H", "H", "H", "H", "H", "H", "H"], "coordinates": [[0.155331, 0.160424, 0.042989], [-0.636499, -1.681964, -1.788033], [0.567216, 2.892805, 5.995875], [1.674108, 2.333305, 0.572702], [-0.063976, 1.453492, -1.886489], [2.265209, -1.388021, 0.410266], [-1.124441, -2.516485, 1.995115], [3.849075, 0.110417, -0.295106], [0.392236, 0.260337, 3.078746], [-1.374364, -4.534893, 0.944656], [-2.365609, 1.263711, 0.414523], [-0.867688, 1.405363, -2.843614], [-2.117478, -5.126804, 2.043545], [-1.280806, 1.650669, -5.301948], [-2.719246, 0.612352, 1.500873], [-0.884042, -3.286925, 1.054529], [1.080122, -0.933083, 5.025908], [0.690902, 2.694247, -4.314572], [-0.488011, 1.917194, -4.168027], [3.273524, -0.682142, 0.623105], [0.334173, 1.399690, 3.758781], [0.985009, 3.288756, -5.537766], [-1.112551, -5.377869, -0.213795], [4.728015, 1.180352, 0.137992], [0.153867, 3.065039, -6.648555], [-0.968029, 2.229717, -6.530843], [-2.772170, 2.413362, -0.359768], [0.994203, 0.233150, 5.781193], [0.787129, -0.859043, 3.655977], [3.372523, 0.157793, -1.669842], [0.639323, 1.421153, 5.135376], [-3.752983, 1.080367, 2.515489], [5.421007, 1.426362, -0.672469], [-1.854216, 0.925944, -2.709372], [-3.096572, -5.468718, 1.687856], [-0.250535, -2.994841, 0.195723], [1.337918, 2.839310, -3.443981], [0.381631, 3.540084, -7.602542], [-2.879669, 2.124713, -1.416751], [-4.400552, 1.861389, 2.091139], [-2.270464, -0.356444, 1.775394], [-3.730821, 2.831439, -0.006565], [-0.475815, -6.229141, 0.063919], [-0.620648, -4.777753, -0.985392], [5.272742, 0.844725, 1.028121], [4.130165, 2.068248, 0.401838], [1.356384, -1.893879, 5.443069], [4.247985, 0.249682, -2.323417], [-2.148109, 0.996558, -5.190855], [1.196238, 0.244872, 6.847594], [0.069477, 2.306134, 3.225428], [2.722841, 1.031851, -1.833129], [2.819737, -0.759304, -1.893499], [-2.240395, -4.372847, 2.824250], [3.761558, -0.646648, 1.614751], [-2.054832, -5.784040, -0.607516], [-1.577815, -5.999957, 2.435848], [-3.280083, 1.482687, 3.422532], [1.862368, 3.939891, -5.631868], [-1.598436, 2.039468, -7.406808], [-2.000263, 3.200241, -0.316977], [-4.375011, 0.235637, 2.833702], [0.860099, -1.742157, 3.020678]], "forces_ev_per_a": [[-2.28, 0.32, 1.21], [-0.23, -0.58, -0.96], [-0.04, 0.67, 0.45], [0.23, 0.77, 0.21], [-1.43, 0.70, -2.86], [2.13, 0.28, 0.51], [0.32, -1.00, -0.85], [0.17, -0.16, 0.01], [0.13, 0.47, -0.56], [-0.25, -0.71, 0.22], [3.13, -2.25, -0.79], [1.55, -0.56, 1.89], [0.01, 0.02, -0.27], [0.15, 0.27, 0.52], [-0.86, 0.31, 0.96], [0.15, 1.15, 0.42], [-0.14, 0.36, -0.54], [-0.55, -0.14, 0.09], [0.49, 0.49, -0.88], [-1.37, -0.67, -0.45], [0.30, -0.49, 1.07], [-0.11, -0.12, -0.17], [0.04, 0.25, 0.26], [-0.08, 0.14, 0.21], [-0.18, -0.22, 0.42], [0.30, 0.13, -0.13], [-0.60, 0.89, 0.34], [-0.09, 0.12, -0.27], [0.11, -0.29, 0.77], [-0.13, 0.12, 0.08], [-0.08, -1.12, -1.08], [-0.31, -0.10, -0.15], [0.04, -0.10, 0.19], [0.34, 0.05, -0.08], [0.04, 0.07, 0.12], [-0.23, -0.07, 0.32], [-0.34, 0.00, -0.26], [-0.06, -0.13, 0.21], [-0.13, 0.29, 0.18], [0.09, -0.13, 0.17], [0.10, 0.49, -0.07], [-0.12, 0.32, -0.29], [-0.02, 0.11, -0.06], [-0.12, -0.12, 0.10], [0.06, 0.14, -0.21], [0.24, -0.26, -0.17], [0.03, 0.15, 0.18], [-0.13, -0.09, 0.01], [0.18, 0.23, -0.06], [0.01, -0.02, -0.11], [-0.04, -0.09, -0.05], [0.10, -0.24, 0.12], [0.06, 0.20, 0.04], [0.01, -0.16, -0.15], [-0.12, 0.06, -0.20], [0.16, 0.18, 0.02], [-0.06, 0.13, 0.01], [-0.01, -0.03, -0.13], [-0.36, -0.33, 0.02], [0.26, 0.05, 0.38], [-0.24, -0.15, -0.05], [-0.12, 0.12, 0.04], [-0.12, 0.27, 0.12]]}

2.
{"formula": "C3H3NO3", "method": "ωB97M-V/def2-TZVPD", "homo_energy_ev": -11.14, "smiles": "COC#N.O=C=O", "lumo_energy_ev": 0.462, "e_above_lowest_kcal_mol": 41.46, "energy_ha": -396.5584, "symbols": ["O", "O", "O", "N", "C", "C", "C", "H", "H", "H"], "coordinates": [[-1.123359, 1.509124, 4.327616], [0.249882, 2.896992, 3.135403], [-1.225213, 0.355555, 0.260564], [-2.123752, 2.234778, 1.521968], [-1.715917, 1.304071, 1.011759], [-0.437228, 2.216869, 3.746596], [0.060314, -0.123533, 0.513988], [0.422252, -0.795466, -0.435175], [-0.112117, -0.677637, 1.481363], [0.789100, 0.792243, 0.611546]], "forces_ev_per_a": [[-0.90, -0.99, 1.07], [1.24, 1.11, -0.70], [-2.42, 1.13, -0.71], [-0.93, 1.32, 1.11], [1.59, -1.93, -2.03], [-0.20, -0.08, -0.21], [2.58, -0.34, -0.15], [-1.16, 1.60, 2.65], [1.36, 0.12, -1.05], [-1.17, -1.93, 0.01]]}

3.
{"formula": "C20H44MoN2OSi4Te", "method": "ωB97M-V/def2-TZVPD", "homo_energy_ev": -14.95, "lumo_energy_ev": -7.657, "e_above_lowest_kcal_mol": 0.00, "charge": 2, "energy_ha": -2467.0830, "symbols": ["Te", "Mo", "Si", "Si", "Si", "Si", "O", "N", "N", "C", "C", "C", "C", "C", "C", "C", "C", "C", "C", "C", "C", "C", "C", "C", "C", "C", "C", "C", "C", "H", "H", "H", "H", "H", "H", "H", "H", "H", "H", "H", "H", "H", "H", "H", "H", "H", "H", "H", "H", "H", "H", "H", "H", "H", "H", "H", "H", "H", "H", "H", "H", "H", "H", "H", "H", "H", "H", "H", "H", "H", "H", "H", "H"], "coordinates": [[-1.098527, 1.950262, -0.226453], [1.401845, 0.670431, -0.602361], [0.557765, -0.019457, -3.867383], [3.583023, -1.488256, 0.976250], [0.292511, 2.390924, 2.892802], [-4.100652, 0.496369, 0.139148], [2.526177, 1.737770, -1.145653], [0.676377, -0.334613, -2.029043], [2.005814, -0.961913, 0.163143], [1.051237, -1.624258, -4.641824], [-0.211855, 0.718848, 3.550428], [3.242864, -1.535308, 2.800889], [1.923245, 2.172164, 1.973219], [0.224759, -1.458004, -1.349067], [0.437952, -2.818567, 0.680450], [-4.641645, 2.148593, 0.811784], [-0.607093, -3.585027, 0.246305], [0.901954, -1.756669, -0.125217], [-0.862332, -2.260832, -1.761980], [-1.253413, -3.311432, -0.982096], [1.752878, 1.353611, -4.180741], [0.440388, 3.679498, 4.214867], [4.779281, -0.152651, 0.518939], [-4.276510, 0.412258, -1.714566], [-4.926536, -0.934011, 0.991516], [-2.231669, 0.304128, 0.517540], [3.972080, -3.130126, 0.219137], [-0.945578, 3.024073, 1.601874], [-1.195692, 0.509566, -4.161847], [-2.070252, -3.943358, -1.303672], [-4.550155, -1.890883, 0.623336], [4.500756, 0.828448, 0.909058], [2.866759, -0.576966, 3.164841], [-4.775701, -0.902206, 2.072149], [-3.902064, -0.538687, -2.102611], [-4.131527, 2.989452, 0.333127], [-0.686685, 4.042078, 1.301160], [-5.709206, 2.292225, 0.632170], [-1.973484, 3.050170, 1.970849], [0.933440, -3.032050, 1.617636], [2.766807, 2.215256, 2.668815], [-1.370513, -2.037921, -2.689554], [4.077074, -3.052792, -0.864668], [2.014661, 1.145518, 1.568587], [0.476063, 0.422656, 4.346492], [-1.308842, 0.756639, -5.220939], [3.220477, -3.888829, 0.440954], [2.775535, 1.100515, -3.899173], [2.053159, -1.923190, -4.327925], [0.363388, -2.441611, -4.424232], [-0.943459, -4.419817, 0.846241], [1.475261, 2.286227, -3.686062], [4.915315, -0.070717, -0.560773], [-0.176429, -0.065883, 2.787992], [1.752562, 1.552058, -5.256225], [-6.003143, -0.914840, 0.810071], [-5.327240, 0.485808, -2.001624], [4.924732, -3.491125, 0.614283], [2.536334, -2.313694, 3.091150], [-1.940773, -0.250929, -3.928817], [-2.020170, 0.264582, 1.586071], [-1.435047, 1.415088, -3.599311], [2.119225, 2.927974, 1.210271], [-3.749088, 1.223988, -2.221611], [1.075694, -1.499193, -5.727236], [1.149461, 3.366061, 4.983620], [5.753119, -0.400271, 0.949321], [0.785784, 4.632687, 3.810515], [-1.213630, 0.729854, 3.984584], [-1.836216, -0.601256, 0.053579], [-4.488129, 2.216744, 1.891388], [-0.519538, 3.852482, 4.705147], [4.177039, -1.737662, 3.330968]], "forces_ev_per_a": [[0.01, -0.01, -0.02], [0.05, 0.10, 0.04], [0.00, -0.01, -0.02], [-0.01, -0.04, 0.00], [-0.02, 0.01, -0.01], [-0.02, 0.00, 0.02], [-0.04, -0.04, 0.01], [0.04, -0.02, 0.05], [0.02, 0.03, -0.02], [-0.01, 0.00, 0.00], [0.01, 0.00, 0.01], [-0.01, 0.00, -0.01], [0.05, 0.01, 0.02], [0.02, 0.00, -0.04], [0.02, 0.00, 0.02], [0.00, -0.01, 0.00], [-0.03, 0.01, -0.03], [-0.02, -0.01, -0.02], [0.00, 0.00, -0.01], [0.01, -0.02, 0.03], [-0.02, 0.01, 0.00], [-0.02, 0.00, 0.00], [0.00, 0.01, 0.00], [0.01, -0.01, 0.00], [-0.01, 0.01, -0.01], [0.02, -0.01, 0.00], [0.01, 0.01, 0.01], [0.02, 0.01, 0.01], [0.00, 0.00, -0.01], [0.00, 0.00, 0.01], [0.00, 0.00, 0.00], [0.00, -0.01, -0.01], [0.00, 0.00, 0.01], [0.00, 0.00, 0.00], [0.00, 0.00, 0.00], [0.00, 0.00, 0.00], [-0.01, 0.00, 0.01], [0.00, 0.00, 0.00], [0.00, 0.00, 0.00], [0.00, 0.00, 0.00], [0.00, 0.00, -0.01], [0.00, 0.00, 0.00], [0.00, 0.00, 0.00], [-0.02, 0.01, 0.00], [0.00, 0.00, 0.00], [0.00, 0.00, 0.00], [0.00, 0.00, 0.00], [0.00, -0.01, 0.00], [0.00, 0.00, 0.00], [0.00, 0.00, 0.00], [0.00, 0.00, 0.00], [0.01, -0.01, -0.01], [0.00, 0.00, 0.00], [0.00, 0.01, 0.00], [0.00, 0.00, 0.00], [0.00, 0.00, 0.00], [0.00, 0.01, 0.00], [0.00, 0.00, 0.00], [0.00, 0.00, 0.00], [-0.01, 0.00, 0.00], [0.00, 0.00, -0.01], [-0.01, 0.00, 0.00], [-0.01, -0.02, -0.02], [0.00, 0.01, -0.01], [0.00, 0.00, 0.00], [0.00, 0.00, 0.00], [0.00, 0.00, 0.00], [0.00, 0.00, 0.00], [0.00, 0.00, 0.00], [-0.01, 0.00, 0.01], [0.00, 0.00, 0.00], [0.00, 0.00, 0.00], [0.01, 0.00, -0.01]]}

Which formula does entry 3 have? C20H44MoN2OSi4Te